C5H6N6 | wB97M-V/def2-TZVPD

As for the structure (SMILES): N/N=c1\nc[nH]c2[nH]cnc12. The largest force on an atom is 0.147 Eh/bohr. The value obtained for the HOMO energy is -0.2979 Ha. For the energy above the lowest of the compared OMol25 structures with the same formula, charge and spin, the calculation gives 6.321 eV. The value obtained for the orbital gap is 8.266 eV. The LUMO energy is 0.16 eV. The total energy is -14217.4510 eV. Its charge is 0.

Geometry (Å):
C -0.94 -0.84 0.12
C 0.74 -0.80 -1.64
C 0.43 1.14 -0.57
C -0.13 2.30 1.36
C -0.47 0.57 0.17
H -1.74 -3.13 1.53
H -0.58 -3.24 0.48
H 1.02 -1.29 -2.54
H 2.31 0.56 -2.00
H 1.46 3.40 0.32
H -0.01 3.12 1.99
N -1.59 -2.87 0.64
N -1.41 -1.48 1.07
N -0.33 -1.44 -1.09
N 1.28 0.38 -1.44
N 0.94 2.34 0.37
N -0.97 1.28 1.25